DFT (ωB97M-V/def2-TZVPD) results for a cluster of 15 separate species, C91H116N13O24 in total in a non-equilibrium geometry.

XYZ file:
```
244
Properties=species:S:1:pos:R:3
C -8.933 0.217 -3.508
C -8.452 -0.919 -4.400
C -7.057 -1.471 -4.219
C -6.876 -2.287 -2.934
N -5.620 -3.085 -2.816
C -5.585 -3.666 -1.383
C -6.496 -4.938 -1.501
C -6.224 -5.506 -2.870
C -5.669 -4.350 -3.698
C -4.325 -2.306 -3.210
C -4.161 -1.108 -2.261
C -2.973 -0.248 -2.692
H -9.995 0.460 -3.569
H -8.453 1.191 -3.621
H -8.837 -0.049 -2.450
H -8.663 -0.605 -5.427
H -9.123 -1.783 -4.349
H -6.332 -0.652 -4.153
H -6.836 -2.046 -5.120
H -7.677 -3.017 -2.813
H -6.923 -1.635 -2.062
H -4.588 -4.070 -1.235
H -5.887 -2.869 -0.715
H -6.479 -5.650 -0.680
H -7.520 -4.554 -1.459
H -5.347 -6.139 -2.723
H -7.003 -6.094 -3.345
H -4.646 -4.624 -3.952
H -6.092 -4.093 -4.668
H -4.566 -2.070 -4.246
H -3.469 -2.979 -3.186
H -4.061 -1.491 -1.244
H -5.048 -0.488 -2.375
H -2.014 -0.754 -2.566
H -3.116 0.661 -2.101
H -2.997 0.020 -3.752
C -6.266 2.623 -4.888
N -4.763 2.734 -4.778
C -4.138 3.546 -3.910
C -2.780 3.677 -3.864
C -2.006 2.955 -4.786
C -2.668 2.157 -5.731
C -4.052 2.125 -5.760
C -0.512 3.045 -4.733
C 0.107 4.237 -5.012
C 1.486 4.354 -4.846
N 2.212 3.258 -4.560
C 1.619 2.060 -4.365
C 0.268 1.915 -4.486
C 3.713 3.407 -4.468
H -6.632 2.959 -3.916
H -6.647 1.631 -5.099
H -6.669 3.434 -5.495
H -4.869 4.089 -3.326
H -2.320 4.404 -3.210
H -2.106 1.551 -6.427
H -4.672 1.549 -6.431
H -0.554 5.049 -5.286
H 2.149 5.182 -5.051
H 2.309 1.232 -4.289
H -0.254 0.995 -4.263
H 4.032 3.815 -5.422
H 4.105 2.428 -4.207
H 3.873 4.095 -3.639
C -0.957 4.079 -0.142
N -0.644 2.660 0.035
C 0.428 2.174 -0.652
C 0.820 0.865 -0.396
C 0.136 0.096 0.550
C -0.998 0.617 1.140
C -1.428 1.897 0.780
C 0.597 -1.255 0.903
C 0.512 -2.244 -0.068
C 0.691 -3.544 0.357
N 1.000 -3.843 1.633
C 1.126 -2.882 2.561
C 0.966 -1.526 2.217
C 0.942 -5.249 1.979
H -0.354 4.549 0.636
H -2.031 4.175 0.014
H -0.652 4.485 -1.102
H 1.085 2.788 -1.255
H 1.795 0.513 -0.718
H -1.410 0.069 1.978
H -2.368 2.264 1.168
H 0.002 -2.011 -0.992
H 0.442 -4.350 -0.331
H 1.302 -3.163 3.591
H 0.978 -0.705 2.919
H 1.441 -5.926 1.287
H -0.108 -5.524 2.088
H 1.456 -5.416 2.929
C 3.371 -3.100 -5.619
N 3.700 -3.281 -4.169
C 3.374 -2.300 -3.291
C 3.633 -2.578 -1.970
C 4.308 -3.733 -1.580
C 4.696 -4.623 -2.540
C 4.334 -4.414 -3.879
C 4.581 -4.032 -0.143
C 5.174 -2.984 0.576
C 5.603 -3.184 1.887
N 5.728 -4.426 2.333
C 5.070 -5.440 1.720
C 4.585 -5.315 0.436
C 6.345 -4.641 3.657
H 2.366 -3.442 -5.864
H 4.153 -3.544 -6.223
H 3.274 -2.021 -5.745
H 2.879 -1.407 -3.632
H 3.304 -1.919 -1.176
H 5.226 -5.539 -2.321
H 4.603 -5.136 -4.634
H 5.120 -1.964 0.211
H 6.008 -2.413 2.521
H 5.172 -6.455 2.080
H 4.186 -6.186 -0.069
H 5.668 -5.248 4.256
H 6.460 -3.764 4.293
H 7.345 -5.055 3.547
C 2.364 2.887 2.240
N 3.816 3.015 2.517
C 4.546 1.987 2.999
C 5.913 2.002 3.134
C 6.537 3.246 2.925
C 5.823 4.268 2.344
C 4.458 4.112 2.097
C 7.909 3.540 3.485
C 8.872 2.549 3.528
C 10.104 2.860 4.019
N 10.422 4.083 4.498
C 9.514 5.087 4.418
C 8.216 4.821 3.969
C 11.717 4.427 5.087
H 2.247 3.192 1.204
H 1.950 3.503 3.037
H 2.023 1.865 2.379
H 4.008 1.092 3.285
H 6.408 1.103 3.463
H 6.168 5.233 2.000
H 3.911 4.867 1.538
H 8.706 1.506 3.301
H 10.885 2.118 4.104
H 9.794 6.079 4.741
H 7.429 5.559 3.947
H 11.627 4.540 6.164
H 12.114 5.324 4.615
H 12.412 3.643 4.788
C 2.983 -5.530 6.756
N 1.643 -5.749 6.228
C 1.142 -6.946 5.909
C -0.076 -7.073 5.260
C -0.853 -5.907 5.109
C -0.387 -4.729 5.678
C 0.931 -4.616 6.041
C -2.207 -5.943 4.552
C -2.599 -6.731 3.472
C -3.884 -6.714 2.988
N -4.780 -5.794 3.416
C -4.406 -4.961 4.413
C -3.210 -5.078 5.051
C -5.964 -5.543 2.665
H 3.678 -6.211 6.264
H 3.036 -5.612 7.840
H 3.292 -4.521 6.489
H 1.855 -7.763 5.876
H -0.467 -8.030 4.950
H -0.966 -3.830 5.833
H 1.298 -3.646 6.348
H -1.895 -7.421 3.025
H -4.152 -7.335 2.146
H -5.081 -4.196 4.770
H -2.938 -4.477 5.904
H -6.791 -5.174 3.268
H -6.251 -6.324 1.965
H -5.735 -4.714 1.981
C -5.254 5.707 2.898
N -4.449 6.280 1.785
C -4.736 5.931 0.521
C -3.987 6.516 -0.456
C -2.944 7.418 -0.215
C -2.621 7.649 1.123
C -3.393 7.049 2.120
C -2.108 7.856 -1.362
C -2.578 8.804 -2.278
C -1.875 9.218 -3.384
N -0.717 8.591 -3.650
C -0.204 7.694 -2.801
C -0.889 7.274 -1.657
C 0.136 9.063 -4.785
H -5.764 6.542 3.371
H -4.591 5.064 3.480
H -6.004 4.986 2.571
H -5.563 5.248 0.401
H -4.214 6.173 -1.459
H -1.815 8.281 1.469
H -3.209 7.197 3.177
H -3.553 9.255 -2.145
H -2.176 10.000 -4.066
H 0.839 7.442 -2.929
H -0.450 6.554 -0.980
H 1.012 8.426 -4.783
H 0.388 10.068 -4.449
H -0.478 9.061 -5.681
O 2.905 6.995 -1.491
C 2.290 5.936 -0.863
O 2.224 6.029 0.380
O 1.842 5.035 -1.628
H 2.874 6.659 -2.400
O 4.698 2.525 -0.787
C 4.264 1.251 -1.107
O 4.324 0.451 -0.112
O 3.662 0.966 -2.156
H 5.046 2.151 0.053
O -5.770 1.530 -1.352
C -4.903 2.194 -0.515
O -3.812 2.692 -0.956
O -5.366 2.566 0.580
H -6.481 1.505 -0.680
O 3.246 -8.672 2.283
C 3.686 -8.251 3.525
O 4.240 -9.151 4.193
O 3.330 -7.113 3.945
H 3.677 -9.549 2.437
O -0.643 6.236 3.156
C -1.343 5.083 3.468
O -2.271 5.264 4.298
O -0.847 4.045 2.990
H 0.006 5.947 2.503
O -2.252 -4.542 0.440
C -2.573 -3.568 1.370
O -3.644 -2.936 1.110
O -1.937 -3.440 2.429
H -2.912 -4.398 -0.243
O 4.359 -0.538 5.307
C 3.411 -1.487 5.114
O 3.746 -2.647 4.712
O 2.216 -1.273 5.343
H 5.146 -0.927 4.905
O 2.031 -6.778 -3.347
C 1.193 -6.125 -2.498
O 1.263 -6.401 -1.283
O 0.539 -5.183 -3.070
H 1.669 -6.326 -4.136
```

HOMO = -0.5238 hartree
maximum force = 0.087 Eh/bohr
molar mass = 1776.0 u
net charge = +5